A molecular structure, C3H5NS. Source: the Open Molecules 2025 dataset; level of theory: the ωB97M-V functional and the def2-TZVPD basis.

Geometry as XYZ:
```
10
Properties=species:S:1:pos:R:3:forces:R:3:mulliken_charge:R:1
C -0.32898 0.98448 -0.39946 7.63 0.49 -2.77 -0.442
C 1.10152 1.41925 -1.01442 -6.40 -3.83 4.73 -0.469
C -0.53000 -1.27591 0.83591 -2.17 -0.80 -0.80 -0.635
N 0.14437 -0.20762 0.19721 0.22 2.58 -0.44 0.075
S 1.77798 0.03611 -0.13980 0.19 0.34 -1.04 -0.127
H -1.21119 1.56375 -0.44994 -1.19 -0.33 0.29 0.391
H 1.38525 2.09547 -1.74094 0.82 1.19 -0.95 0.439
H -0.21386 -2.28639 0.39452 -0.18 1.38 0.99 0.280
H -0.56812 -1.24621 1.97767 0.10 -0.14 -1.58 0.226
H -1.55697 -1.08294 0.33926 0.98 -0.88 1.56 0.262
```
Forces are in eV/Å.

ΔE to the lowest compared entry with this formula, charge and spin: 343.52 kJ/mol
Orbital gap: 8.37 eV

2 unconnected molecules or ions with the total composition C4H5N. Source: the Open Molecules 2025 dataset; level of theory: the ωB97M-V functional and the def2-TZVPD basis.

Geometry as XYZ:
```
10
Properties=species:S:1:pos:R:3:forces:R:3:mulliken_charge:R:1
C -0.97205 -0.58076 0.71057 -0.08 -0.74 -2.11 -0.063
C 0.96580 -1.29840 -0.70090 -1.23 0.09 1.32 -0.302
C 2.87135 -0.15449 0.45446 1.78 0.45 0.14 -0.358
C -2.14637 -0.99607 -0.16405 3.07 -0.36 0.83 -0.716
N 1.88512 -0.79567 -0.08953 0.35 0.97 0.21 0.052
H 3.58877 0.54829 -0.09499 -1.84 -0.84 0.34 0.231
H 3.28300 -0.39542 1.45836 -0.76 -0.39 -0.81 0.218
H -2.95963 -0.33336 0.04142 -0.56 1.00 -0.68 0.358
H -2.54244 -1.85025 0.36644 0.11 -0.93 0.55 0.285
H -1.80854 -1.36441 -1.15299 -0.84 0.75 0.22 0.294
```
Forces are in eV/Å.

ΔE to the lowest compared entry with this formula, charge and spin: 881.96 kJ/mol
Orbital gap (alpha / beta): 6.01 / 6.00 eV